Record 1
C36H31BrN5O4Zn as an isolated structure. Source: OMol25; level of theory: ωB97M-V/def2-TZVPD.

Computed properties:
- relative energy (zero: lowest compared OMol25 entry of this formula, charge and spin) (kJ/mol) = 37.10

```
! wB97M-V def2-TZVPD RIJCOSX def2/J DEFGRID3
* xyz 1 1
Br 4.487 -5.640 -0.441
Zn -0.174 0.093 -0.078
O 0.502 -2.315 0.460
O 0.892 0.570 1.583
O -1.870 -0.817 0.831
O 1.267 -0.639 -1.408
N 2.772 0.002 -3.251
N -0.842 2.097 1.758
N -1.001 1.812 0.459
N 4.482 -1.208 -3.954
N -1.165 0.796 -1.959
C 0.439 1.550 3.707
C 3.768 2.265 -6.006
C 3.348 0.660 -4.318
C 2.012 -1.765 -1.210
C 0.301 -2.893 1.752
C 3.482 -4.065 -0.760
C 1.664 1.164 4.244
C -1.768 1.978 -1.716
C -2.171 2.290 -4.059
C -1.069 0.362 -3.213
C -2.278 2.748 -2.758
C -3.578 -1.184 2.390
C 0.175 1.374 2.261
C -4.453 -1.426 5.023
C 0.934 1.873 6.422
C 3.000 1.859 -4.934
C -1.562 1.067 -4.296
C -0.296 2.243 5.894
C -3.976 -1.310 -0.143
C -3.051 -1.081 1.016
C 2.370 -3.803 0.030
C 5.214 0.316 -5.853
C -2.843 -0.624 3.439
C 3.122 -2.052 -2.011
C -0.542 2.091 4.541
C -3.278 -0.740 4.745
C -4.774 -1.844 2.677
C 1.636 -2.653 -0.201
C -2.655 3.575 0.158
C 4.859 1.506 -6.454
C -5.202 -1.969 3.987
C 3.861 -3.212 -1.769
C 4.437 -0.099 -4.779
C 1.912 1.336 5.596
C 3.465 -1.103 -3.061
C -1.799 2.447 -0.317
H 6.059 -0.258 -6.209
H -3.494 -1.005 -1.070
H -2.727 3.709 -2.550
H 5.434 1.869 -7.296
H -1.485 2.388 4.105
H 4.734 -3.446 -2.364
H 1.130 2.007 7.478
H -4.790 -1.532 6.045
H -4.204 -2.376 -0.202
H -6.124 -2.493 4.202
H -4.912 -0.769 -0.010
H 2.870 1.053 6.012
H -0.581 -0.596 -3.350
H -5.373 -2.279 1.887
H -3.495 3.759 -0.506
H 3.528 3.189 -6.515
H 2.078 -4.498 0.802
H 1.688 -0.177 -2.252
H -2.698 -0.294 5.543
H -0.468 -2.303 2.237
H -2.557 2.887 -4.875
H 5.139 -1.966 -4.018
H -2.069 4.492 0.255
H -1.945 -0.064 3.211
H -1.063 2.656 6.536
H -3.027 3.331 1.153
H -1.466 0.670 -5.297
H 2.162 2.441 -4.576
H -0.038 -3.927 1.664
H 1.219 -2.841 2.337
H 2.422 0.744 3.595
*
```

=====

Record 2
C21H37F2NO8P2Si as an isolated structure at a distorted geometry. Source: OMol25; level of theory: ωB97M-V/def2-TZVPD.

Computed properties:
- relative energy (zero: lowest compared OMol25 entry of this formula, charge and spin) (kJ/mol) = 387.95

```
! wB97M-V def2-TZVPD RIJCOSX def2/J DEFGRID3
* xyz 0 1
P -0.441 -0.099 4.531
P 1.428 1.883 5.142
Si 2.641 -1.133 -0.729
F -0.278 0.268 0.800
F -1.034 -1.425 2.071
O -0.110 0.529 3.023
O -4.094 1.116 -1.212
O 2.018 2.708 6.459
O -4.279 1.490 -6.971
O 0.144 0.956 5.687
O 0.859 3.052 4.102
O 0.070 -1.652 4.745
O -1.917 -0.108 4.682
N 2.570 1.044 4.463
C 1.354 -1.169 1.925
C -3.728 -0.025 0.826
C 4.331 -0.427 -1.326
C 2.600 -3.040 -0.724
C -3.794 0.176 -5.060
C -4.209 -1.027 -0.206
C -4.561 2.277 -5.806
C -0.045 -0.439 1.999
C 6.859 0.631 -2.101
C 2.361 -0.361 1.009
C 1.671 -1.864 6.648
C 5.517 -0.898 -0.605
C 6.814 -0.347 -1.008
C 0.386 -1.924 6.109
C -4.719 1.306 -4.650
C -3.278 1.120 -0.032
C 1.292 -0.397 -1.888
C 4.360 0.542 -2.418
C 5.660 1.086 -2.812
C -4.827 -0.116 -1.254
C -3.983 0.148 -6.567
H -5.874 0.109 -1.022
H 3.348 -3.492 -1.430
H 1.306 0.710 -1.686
H 5.683 1.851 -3.623
H -0.086 2.895 3.902
H -3.715 2.953 -5.644
H 3.389 1.216 5.057
H -2.937 -0.403 1.469
H 2.475 -2.574 6.347
H 7.824 1.085 -2.413
H 3.419 0.872 -2.918
H -2.759 0.437 -4.817
H 2.663 -3.487 0.307
H -4.025 -0.777 -4.584
H 1.577 -3.331 -1.111
H -0.483 -2.180 6.768
H 0.266 -0.756 -1.613
H 7.721 -0.677 -0.449
H -5.457 2.877 -5.976
H 2.090 3.640 6.171
H -4.566 0.283 1.459
H 1.249 -2.251 1.671
H 5.455 -1.621 0.242
H -5.750 0.943 -4.606
H -3.373 2.084 0.472
H -3.355 -1.561 -0.635
H 1.770 -1.124 2.973
H 3.373 -0.404 1.513
H 1.862 -1.038 7.385
H 1.471 -0.638 -2.969
H -2.237 0.988 -0.342
H -4.833 -0.483 -6.848
H -4.777 -0.540 -2.259
H -3.097 -0.208 -7.096
H 2.123 0.740 0.951
H -4.471 1.749 -3.685
H -4.908 -1.765 0.189
*
```

=====

Record 3
A 11-piece molecular cluster, C23H66N22O13P2 overall at a distorted geometry. Source: OMol25; level of theory: ωB97M-V/def2-TZVPD.

Computed properties:
- SMILES = C#C[C@@](OCC=C)([PH2]=N)[C@@](CCCOC)(NO)P(C)C.NC(N)=O.NC(N)=O.NC(N)=O.NC(N)=O.NC(N)=O.NC(N)=O.NC(N)=O.NC(N)=O.NC(N)=O.NC(N)=O

```
! wB97M-V def2-TZVPD RIJCOSX def2/J DEFGRID3
* xyz 0 1
P -2.368 0.477 1.441
P -1.979 -0.836 -1.650
O 6.816 -2.953 -2.542
O -4.744 2.390 3.026
O -8.607 3.257 0.654
O 0.979 -5.554 8.058
O -4.960 6.347 -0.422
O 2.890 -0.002 -2.554
O 0.183 3.892 -0.929
O -1.035 -1.915 1.582
O 10.676 -1.637 -4.605
O -1.745 -0.907 6.304
O 12.873 -1.190 -7.987
O -0.154 -2.980 -1.049
O -10.702 -1.274 -1.351
N 0.433 -1.104 5.721
N -6.701 4.454 0.892
N 1.337 4.820 0.780
N -0.989 -5.788 6.967
N 14.126 -3.080 -7.985
N 0.463 -1.852 -0.580
N -8.358 5.204 -0.486
N 6.382 -5.106 -1.994
N -8.802 -0.132 -0.879
N -3.054 7.541 -0.173
N -4.718 8.296 -1.550
N 8.766 -0.953 -3.600
N 0.149 6.141 -0.667
N 12.710 -2.622 -6.243
N 0.540 -7.491 6.970
N -6.186 0.708 2.571
N -0.370 -2.182 7.574
N -6.812 2.412 3.959
N -3.765 -0.199 1.066
N 6.203 -3.454 -0.420
N 10.084 0.547 -4.716
N -10.842 0.862 -0.611
C -1.499 -1.393 -3.407
C 1.238 0.658 2.481
C -1.736 -1.953 2.830
C -4.288 7.330 -0.697
C -7.929 4.241 0.373
C -0.465 -0.671 -0.523
C -0.634 -1.367 6.519
C -0.851 -0.588 1.060
C -2.859 0.813 -1.936
C -10.153 -0.251 -0.973
C 3.775 -0.931 -3.204
C 0.478 0.598 -0.832
C 0.624 0.964 -2.376
C 0.226 -6.232 7.377
C -5.843 1.868 3.175
C -0.242 -4.108 2.967
C 13.212 -2.228 -7.438
C 9.891 -0.740 -4.324
C -1.332 -3.345 3.522
C 6.488 -3.784 -1.707
C 1.582 0.010 -3.202
C 0.533 4.884 -0.313
C 0.338 0.048 1.915
H 14.520 -2.821 -8.873
H -7.717 2.000 4.094
H -2.776 1.091 -3.043
H 1.320 -1.621 -1.087
H -4.291 0.375 0.400
H -3.959 0.802 -1.701
H 12.026 -2.015 -5.804
H -11.845 0.820 -0.664
H 1.434 -7.855 7.254
H -0.653 -2.135 -3.423
H -1.443 -1.163 3.581
H -5.487 0.273 1.978
H -1.256 -4.860 7.250
H 14.419 -3.936 -7.554
H -9.268 5.083 -0.895
H -2.486 8.340 -0.385
H 4.283 -1.656 -2.483
H 2.100 1.296 2.796
H -0.380 -4.813 2.092
H 4.622 -0.324 -3.668
H -5.629 8.175 -1.959
H -8.252 -0.934 -1.137
H 10.910 0.743 -5.257
H 1.353 -1.472 5.879
H 6.271 -2.483 -0.170
H -2.278 1.624 -1.390
H -6.348 3.761 1.533
H -2.873 -2.001 2.719
H -8.334 0.702 -0.568
H 0.033 1.516 -0.323
H -4.182 9.109 -1.788
H 8.588 -1.896 -3.291
H 0.427 6.969 -0.174
H -2.398 0.736 2.859
H -2.701 6.845 0.464
H 1.681 0.283 -4.299
H 1.540 0.398 -0.462
H 6.115 -5.804 -1.324
H -7.080 0.265 2.680
H -10.403 1.713 -0.297
H -0.063 -8.064 6.410
H -6.595 3.276 4.426
H 1.641 3.906 1.072
H 3.257 -1.567 -3.981
H -0.447 6.228 -1.473
H -1.297 -0.515 -4.104
H 8.112 -0.232 -3.360
H -0.475 -3.542 -0.316
H 5.933 -4.120 0.280
H 1.208 -1.065 -3.120
H -2.415 -1.913 -3.848
H 1.637 5.623 1.302
H 0.807 -4.069 3.406
H 1.109 1.999 -2.417
H 12.976 -3.470 -5.778
H 9.455 1.297 -4.498
H -1.623 -6.328 6.408
H -2.225 1.735 0.784
H -7.817 6.015 -0.727
H -1.136 -2.400 8.188
H -0.336 1.057 -2.956
H 6.586 -5.389 -2.938
H -1.846 -3.732 4.451
H -6.132 5.256 0.673
H 0.536 -2.572 7.768
H 0.275 -0.504 4.928
*
```

=====

Record 4
A 2-piece molecular cluster, C4H12NOS overall at a distorted geometry. Source: OMol25; level of theory: ωB97M-V/def2-TZVPD.

Computed properties:
- expectation value of S² = 0.7507
- relative energy (zero: lowest compared OMol25 entry of this formula, charge and spin) (kJ/mol) = 116.65

```
! wB97M-V def2-TZVPD RIJCOSX def2/J DEFGRID3
* xyz -2 2
S 0.130 -3.035 1.788
O 1.911 -3.922 -0.721
N -0.472 0.991 0.461
C -0.751 2.854 -1.034
C -0.632 -1.535 1.082
C 0.360 -0.315 0.764
C 0.246 1.986 -0.390
H -0.976 -1.651 0.009
H 1.107 -3.770 -1.253
H -1.400 0.780 0.088
H -0.975 3.691 -0.315
H 1.053 -0.482 -0.142
H -1.685 2.250 -1.235
H 0.863 -0.125 1.663
H -0.504 3.332 -2.018
H 1.506 -3.924 0.186
H 1.133 1.678 -1.000
H 0.778 2.496 0.429
H -1.691 -1.302 1.639
*
```

=====

Record 5
A 2-piece molecular cluster, C21H42BrF3N3O5P overall at a distorted geometry. Source: OMol25; level of theory: ωB97M-V/def2-TZVPD.

```
! wB97M-V def2-TZVPD RIJCOSX def2/J DEFGRID3
* xyz 0 1
Br 0.157 7.021 -2.821
P 1.221 3.741 -3.763
F 4.377 3.754 2.304
F 2.254 4.717 2.153
F 2.679 2.978 3.596
O 0.114 4.613 0.115
O -1.067 3.666 -1.567
O 2.278 1.584 -2.181
O 1.145 2.083 1.231
O 2.738 3.363 -4.554
N 0.146 2.420 -4.165
N -2.456 -4.476 1.165
N 2.175 2.641 -1.334
C -3.547 -4.864 5.005
C 1.886 0.335 -1.589
C 0.474 -0.247 -2.088
C 3.144 2.705 -0.261
C -2.247 -3.531 2.363
C 2.043 6.410 -2.720
C 0.155 4.049 -1.043
C -2.243 -5.259 4.327
C -0.384 -5.259 0.097
C 2.867 7.705 -2.152
C -3.896 -4.944 1.146
C -0.674 0.330 -1.072
C -1.553 -4.106 3.592
C -0.675 -3.825 -0.298
C -2.173 -3.702 -0.134
C 2.346 5.241 -1.687
C -1.498 -5.669 1.054
C 2.552 2.375 1.232
C -2.133 0.379 -1.745
C 2.972 3.523 2.295
C 1.556 3.861 -1.856
H 0.641 1.645 -4.634
H 3.069 1.424 1.638
H -2.535 -2.677 -0.038
H 2.492 6.258 -3.770
H 3.471 4.986 -1.806
H -2.532 -0.679 -1.904
H -4.050 -5.578 0.272
H 3.451 3.332 -3.868
H -1.555 -5.625 5.096
H 3.790 3.628 -0.133
H 2.178 8.150 -1.341
H -1.428 -3.284 4.305
H -0.399 2.056 -3.374
H -0.714 -0.326 -0.119
H -0.533 -4.402 3.326
H -0.350 -3.604 -1.316
H 1.868 0.301 -0.452
H 2.276 5.703 -0.631
H 0.601 -5.357 0.559
H 0.711 2.780 1.786
H -3.973 -5.729 5.518
H -2.699 -4.210 -0.947
H 3.003 8.511 -2.953
H -2.059 -6.509 0.637
H -4.089 -5.507 2.058
H -3.224 -3.115 2.624
H 0.236 -0.051 -3.181
H 3.900 1.845 -0.442
H -2.109 0.952 -2.737
H -2.812 0.996 -1.051
H -3.380 -4.081 5.749
H -4.542 -4.068 1.084
H -0.150 -3.136 0.370
H -4.286 -4.504 4.285
H -0.392 -5.912 -0.779
H 3.834 7.382 -1.645
H -1.646 -2.690 2.008
H 0.482 -1.381 -1.915
H 2.678 -0.445 -1.912
H -2.432 -6.105 3.661
H -0.410 1.385 -0.700
H -1.119 -5.969 2.026
*
```

=====

Record 6
C5H6O as an isolated structure at a distorted geometry. Source: OMol25; level of theory: ωB97M-V/def2-TZVPD.

Computed properties:
- relative energy (zero: lowest compared OMol25 entry of this formula, charge and spin) (kJ/mol) = 457.45

```
! wB97M-V def2-TZVPD RIJCOSX def2/J DEFGRID3
* xyz 0 1
O 0.676 0.590 -1.427
C 1.207 -0.362 -0.127
C 0.668 0.680 0.692
C -1.181 -0.288 -0.162
C -0.305 0.951 -0.443
C 0.011 -1.051 0.356
H -1.916 -0.089 0.627
H 1.156 1.346 1.407
H 2.189 -0.837 0.030
H -0.014 -2.118 0.653
H -1.678 -0.736 -1.028
H -0.833 1.903 -0.577
*
```

=====

Record 7
A 2-piece molecular cluster, C4H11NO2S overall at a distorted geometry. Source: OMol25; level of theory: ωB97M-V/def2-TZVPD.

Computed properties:
- expectation value of S² = 0.7505
- relative energy (zero: lowest compared OMol25 entry of this formula, charge and spin) (kJ/mol) = 11.03

```
! wB97M-V def2-TZVPD RIJCOSX def2/J DEFGRID3
* xyz -1 2
S 1.275 -2.490 -0.673
O -2.054 0.692 2.797
O 1.429 1.579 -0.119
N -0.497 2.741 -0.250
C -0.416 0.491 -1.254
C 0.258 1.618 -0.473
C -0.897 -0.704 -0.297
C 0.373 -1.277 0.319
H -1.406 -1.337 -1.028
H -2.915 1.054 2.568
H -1.275 0.990 -1.737
H 0.017 3.520 0.138
H 0.436 -3.498 -0.336
H -1.296 0.872 2.225
H 0.067 -1.721 1.284
H 1.142 -0.557 0.588
H 0.249 0.088 -2.010
H -1.655 -0.511 0.460
H -1.466 2.814 -0.558
*
```

=====

Record 8
C28H25Co2O7Si as an isolated structure at a distorted geometry. Source: OMol25; level of theory: ωB97M-V/def2-TZVPD.

```
! wB97M-V def2-TZVPD RIJCOSX def2/J DEFGRID3
* xyz -1 1
Co -0.071 0.600 -2.252
Co -2.849 2.049 -0.625
Si 2.697 -0.867 2.813
O 0.550 -1.904 -3.537
O 1.071 -0.862 2.443
O -4.619 4.193 0.155
O -5.248 0.524 -0.016
O 1.905 1.790 -3.978
O 1.970 1.059 -0.184
O -0.798 2.880 1.313
C -2.102 -1.579 0.703
C -3.860 3.381 -0.178
C 0.356 5.783 -3.745
C 1.030 1.352 -3.352
C -1.619 2.518 0.580
C -2.310 1.166 -2.111
C -0.980 -0.850 1.279
C 0.730 -3.843 2.650
C -0.741 -5.033 0.591
C -0.417 4.945 -4.567
C 0.260 -1.011 -2.860
C 0.682 -5.236 2.534
C 2.763 -1.244 4.627
C -1.140 3.892 -4.005
C 3.563 -2.204 1.880
C -1.733 2.431 -2.033
C -1.071 3.593 -2.617
C -2.049 -0.089 -2.739
C 1.053 0.821 -0.857
C 0.115 -1.541 1.760
C 0.143 -3.015 1.660
C -1.618 -2.786 -0.113
C -4.257 1.078 -0.272
C 3.481 0.798 2.541
C 0.347 5.574 -2.357
C -0.049 -5.838 1.497
C -0.679 -3.639 0.675
C -0.364 4.513 -1.794
H 0.851 6.275 -1.690
H -2.728 -1.977 1.518
H -0.406 4.418 -0.712
H -2.732 -0.887 0.129
H 1.207 -3.357 3.516
H 0.882 6.645 -4.176
H 1.206 -5.850 3.277
H 2.416 -2.254 4.859
H 2.149 -0.537 5.194
H -0.076 -6.933 1.401
H 3.167 1.326 1.622
H -1.369 -5.484 -0.183
H -2.288 -1.047 -2.237
H -0.499 5.146 -5.640
H 3.287 1.435 3.419
H -2.495 -3.380 -0.389
H 4.575 0.644 2.473
H -2.306 -0.094 -3.840
H -1.130 0.202 1.564
H 3.814 -1.147 4.930
H -1.158 -2.443 -1.047
H 4.612 -1.867 1.824
H -1.795 3.291 -4.632
H 3.505 -3.148 2.442
H 3.169 -2.376 0.866
*
```

=====

| no. | E (Eh) |
| --- | --- |
| 1 | -6318.448344 |
| 2 | -2650.978513 |
| 3 | -3781.418883 |
| 4 | -687.628408 |
| 5 | -4580.517209 |
| 6 | -269.172007 |
| 7 | -762.400098 |
| 8 | -4663.688022 |